# 1
Density functional theory data (ωB97M-V/def2-TZVPD) for a 6-piece molecular cluster, C24H66N6O6 overall.

CARTESIAN COORDINATES (ANGSTROEM)
O: 18.420 -1.135 -6.691
O: 21.806 3.255 -2.864
O: 21.256 -6.354 -9.915
O: 22.491 0.815 -12.231
O: 18.995 2.688 -13.409
O: 15.302 -4.913 -2.262
N: 17.270 1.216 -11.526
N: 22.131 3.425 0.120
N: 14.317 -6.211 -4.604
N: 23.032 -3.923 -9.341
N: 19.551 1.702 -8.874
N: 24.833 1.090 -13.775
C: 18.297 3.247 -12.245
C: 17.184 -1.223 -5.855
C: 22.289 0.498 -13.630
C: 22.288 3.383 -4.221
C: 23.479 1.266 -14.306
C: 21.162 4.068 -0.767
C: 20.547 5.375 -0.067
C: 21.771 -5.858 -8.683
C: 21.367 0.945 -11.380
C: 18.279 0.010 -7.616
C: 16.033 3.181 -11.097
C: 16.929 2.502 -12.053
C: 19.648 0.519 -8.091
C: 14.647 -4.293 -5.950
C: 20.865 -7.633 -9.773
C: 20.593 0.764 -6.929
C: 15.279 -4.113 -1.031
C: 21.806 4.447 -2.141
C: 20.653 -3.790 -9.294
C: 21.851 -4.395 -8.600
C: 23.625 0.940 -15.761
C: 20.074 3.434 -13.939
C: 14.814 -4.112 -3.374
C: 15.079 -4.957 -4.658
H: 17.100 -2.122 -5.245
H: 20.317 -8.011 -10.636
H: 20.577 -2.703 -9.249
H: 21.333 0.851 -14.017
H: 22.266 -0.581 -13.788
H: 14.876 -5.001 -6.746
H: 23.248 2.305 -14.068
H: 21.986 4.313 -4.703
H: 16.297 -1.125 -6.480
H: 24.902 1.382 -12.811
H: 18.165 4.280 -12.569
H: 21.291 6.070 0.324
H: 17.242 -0.309 -5.263
H: 16.119 -5.282 -4.659
H: 19.917 4.961 0.720
H: 20.364 1.682 -6.388
H: 19.871 5.793 -0.813
H: 23.803 -4.080 -8.708
H: 20.976 -0.063 -11.235
H: 21.608 0.761 -7.326
H: 21.971 2.480 -4.741
H: 22.779 1.224 -16.387
H: 17.824 0.908 -7.199
H: 15.294 -3.457 -6.213
H: 24.465 1.427 -16.256
H: 22.817 4.853 -2.089
H: 18.912 1.570 -9.645
H: 18.000 0.959 -12.175
H: 20.414 3.278 -0.836
H: 15.567 -4.830 -0.263
H: 18.861 3.338 -11.317
H: 14.322 -3.626 -0.842
H: 20.212 -7.858 -8.930
H: 20.412 3.070 -14.909
H: 14.391 -6.427 -3.620
H: 15.229 2.526 -10.761
H: 17.695 -0.430 -8.425
H: 13.738 -3.937 -3.364
H: 15.335 -3.154 -3.385
H: 19.699 -4.146 -8.905
H: 21.623 2.833 0.761
H: 20.703 0.000 -6.160
H: 16.446 2.386 -13.023
H: 20.521 1.563 -11.681
H: 15.723 4.159 -11.464
H: 20.470 1.759 -9.287
H: 21.751 -8.257 -9.649
H: 13.662 -3.828 -5.993
H: 22.812 -6.170 -8.589
H: 19.832 4.491 -14.052
H: 22.586 2.845 -0.571
H: 23.797 -0.135 -15.818
H: 20.570 -4.027 -10.354
H: 16.551 0.565 -11.810
H: 13.339 -6.035 -4.789
H: 16.592 3.473 -10.208
H: 23.158 -4.542 -10.129
H: 20.879 3.418 -13.204
H: 21.840 -4.100 -7.551
H: 21.795 1.488 -10.537
H: 21.213 -6.288 -7.851
H: 25.049 0.111 -13.655
H: 23.377 3.332 -4.244
H: 16.139 -3.455 -0.902
H: 21.212 5.207 -2.649
H: 19.997 -0.302 -8.717

Cartesian forces (eV/Å) of the 3 atoms listed first:
O -1.484 0.782 0.462
O 0.294 -0.444 -1.693
O 0.035 2.601 0.344

Calculated values
Kohn-Sham gap: 9.819 eV
LUMO level: 0.7 eV
E_HOMO: -9.13 eV
structure (SMILES): COC[C@H](C)N.COC[C@H](C)N.COC[C@H](C)N.COC[C@H](C)N.COC[C@H](C)N.COC[C@H](C)N
total energy: -47177.6487 eV

Mulliken population analysis, charges in e, atoms 1 to 99: O -0.32; O -0.32; O -0.29; O -0.35; O -0.40; O -0.37; N -0.52; N -0.81; N -0.78; N -0.73; N -0.74; N -0.79; C -0.83; C -0.73; C -0.67; C -0.61; C 0.60; C 0.47; C -1.33; C -0.98; C -0.45; C -1.13; C -1.64; C 0.37; C 1.71; C -1.19; C -0.78; C -1.94; C -0.77; C -0.81; C -1.25; C 0.43; C -1.40; C -0.76; C -0.60; C 0.46; H 0.13; H 0.26; H 0.08; H 0.27; H 0.40; H 0.43; H 0.17; H 0.34; H 0.33; H 0.29; H 0.58; H 0.31; H 0.36; H 0.30; H 0.36; H 0.37; H 0.36; H 0.26; H 0.33; H 0.46; H 0.07; H 0.34; H 0.44; H 0.08; H 0.38; H 0.36; H 0.21; H 0.15; H 0.36; H 0.29; H 0.30; H 0.31; H 0.33; H 0.22; H 0.29; H 0.38; H 0.42; H 0.26; H 0.37; H 0.42; H 0.25; H 0.52; H 0.47; H 0.01; H 0.40; H 0.22; H 0.32; H 0.37; H 0.37; H 0.38; H 0.30; H 0.32; H 0.32; H 0.28; H 0.28; H 0.33; H 0.29; H 0.30; H 0.42; H 0.29; H 0.51; H 0.27; H 0.32

---

# 2
Density functional theory data (ωB97M-V/def2-TZVPD) for C19H25LiO3Sb2 as an isolated structure.

CARTESIAN COORDINATES (ANGSTROEM)
Sb: -0.201 0.151 -2.926
Sb: 1.519 -1.540 -0.029
O: 3.641 2.650 2.619
O: 2.755 1.295 0.375
O: 1.572 2.649 -0.919
C: -3.842 -2.521 -0.919
C: 0.442 3.834 1.346
C: 2.425 3.262 2.561
C: -3.351 -3.077 0.254
C: 2.048 2.326 0.209
C: 0.732 4.650 3.571
C: 0.553 -1.050 1.802
C: 0.362 -3.313 -0.449
C: -0.036 4.569 2.419
C: 3.237 -2.481 0.806
C: -2.964 -2.200 -1.939
C: 1.659 3.161 1.397
C: -1.355 0.812 -1.249
C: 1.956 4.006 3.640
C: -1.649 0.718 -4.391
C: -0.695 -1.973 -2.938
C: -1.096 -3.010 -0.650
C: -1.590 -2.416 -1.822
C: -1.993 -3.320 0.374
Li: 2.086 0.941 -1.383
H: -2.334 0.335 -1.246
H: -4.903 -2.341 -1.038
H: 3.859 -1.712 1.262
H: 2.562 4.080 4.537
H: -0.123 3.766 0.426
H: 0.385 5.219 4.424
H: 0.800 -3.795 -1.325
H: 0.489 -3.989 0.398
H: 2.920 -3.195 1.566
H: -2.630 0.335 -4.109
H: -0.851 0.609 -0.305
H: -0.989 5.075 2.354
H: 0.249 -2.515 -2.958
H: -3.345 -1.763 -2.856
H: 3.809 -2.996 0.038
H: -1.608 -3.774 1.280
H: -0.500 -0.836 1.626
H: -1.696 1.805 -4.449
H: -1.375 0.327 -5.370
H: -1.457 1.892 -1.355
H: 0.639 -1.893 2.487
H: 4.050 2.876 3.461
H: -1.181 -2.130 -3.902
H: 1.037 -0.173 2.228
H: -4.021 -3.332 1.064

Cartesian forces (eV/Å) of the 3 atoms listed first:
Sb 0.075 0.016 -0.002
Sb -0.001 0.234 -0.215
O -0.062 0.053 0.058

Calculated values
Kohn-Sham gap: 8.472 eV
LUMO level: 0.3 eV
E_HOMO: -8.22 eV
total energy: -39532.3799 eV

Partial atomic charges computed with the Mulliken method, in multiples of e: Sb 0.69; Sb 0.46; O -0.49; O -1.03; O -0.90; C -0.59; C -0.34; C 1.03; C -0.68; C 0.90; C -0.42; C -1.35; C -1.72; C -0.76; C -1.26; C -0.46; C 0.28; C -1.02; C -0.84; C -1.33; C -1.90; C 0.80; C 1.20; C -0.73; Li 0.75; H 0.50; H 0.41; H 0.32; H 0.27; H 0.38; H 0.37; H 0.59; H 0.60; H 0.39; H 0.35; H 0.07; H 0.40; H 0.34; H 0.29; H 0.38; H 0.35; H 0.41; H 0.41; H 0.35; H 0.43; H 0.47; H 0.27; H 0.62; H 0.35; H 0.39

---

# 3
Density functional theory data (ωB97M-V/def2-TZVPD) for C7H18FI2NdOP2 as an isolated structure.

CARTESIAN COORDINATES (ANGSTROEM)
Nd: 0.478 0.729 -0.453
I: -1.312 1.276 -2.929
I: -1.887 -1.374 -1.511
P: -1.773 1.886 1.431
P: 1.766 -2.059 -1.171
F: 1.925 0.941 1.190
O: -0.940 -1.853 1.521
C: 1.775 -3.800 -0.678
C: 1.496 -1.861 -2.962
C: -2.633 2.764 0.089
C: 3.454 -1.447 -0.971
C: -0.689 3.189 2.084
C: -0.604 -1.035 0.761
C: -2.895 1.427 2.774
H: -2.275 0.995 3.575
H: 2.505 -4.418 -1.219
H: 3.534 -0.384 -1.298
H: -0.096 2.766 2.920
H: 3.722 -1.509 0.104
H: -3.239 3.603 0.469
H: -3.598 0.663 2.410
H: 4.144 -2.070 -1.568
H: 0.771 -4.225 -0.823
H: 0.013 3.558 1.299
H: -3.283 2.047 -0.446
H: -1.304 4.033 2.450
H: 0.449 -2.138 -3.194
H: -1.890 3.152 -0.646
H: 1.640 -0.796 -3.256
H: -3.470 2.264 3.194
H: 2.188 -2.499 -3.539
H: 2.027 -3.825 0.394

Cartesian forces (eV/Å) of the 3 atoms listed first:
Nd 2.430 -0.083 2.839
I -0.881 -1.983 0.017
I -0.752 1.986 -2.454

Calculated values
Kohn-Sham gap (spin up / spin down): 4.586 / 4.610 eV
<S²>: 3.76
LUMO level (spin up / spin down): -11.1 / -11.1 eV
E_HOMO (spin up / spin down): -15.66 / -15.68 eV
total energy: -62356.7617 eV
net charge: +2
multiplicity: 4

Partial atomic charges computed with the Mulliken method, in multiples of e: Nd 1.19; I 0.13; I 0.22; P 0.55; P 0.53; F -0.60; O -0.12; C -1.07; C -0.88; C -0.92; C -1.15; C -1.14; C 0.07; C -1.03; H 0.35; H 0.39; H 0.32; H 0.37; H 0.37; H 0.39; H 0.33; H 0.42; H 0.32; H 0.32; H 0.32; H 0.42; H 0.30; H 0.19; H 0.27; H 0.39; H 0.38; H 0.36

---

# 4
Density functional theory data (ωB97M-V/def2-TZVPD) for a 2-piece molecular cluster, C7H19N6O overall.

CARTESIAN COORDINATES (ANGSTROEM)
O: 3.202 -0.256 0.053
N: -1.236 -2.100 -1.175
N: 0.160 0.384 0.803
N: 0.883 1.264 0.248
N: 1.065 -2.181 -0.807
N: -2.584 0.982 -0.545
N: -3.575 -1.177 -0.504
C: -0.882 -1.623 1.790
C: 0.748 2.516 1.072
C: -0.190 -1.660 -0.506
C: 3.073 1.082 -0.492
C: -3.431 0.029 -0.081
C: 1.648 1.357 -1.005
C: -0.192 -0.828 0.679
H: 0.553 2.235 2.093
H: 1.697 2.363 -1.417
H: -1.228 -0.879 2.513
H: 2.661 -0.260 0.864
H: -1.644 -2.151 1.279
H: 1.683 3.068 0.847
H: 1.073 -2.964 -1.504
H: -4.161 -1.842 -0.034
H: -0.956 -2.892 -1.764
H: -2.941 1.885 -0.550
H: 3.833 1.128 -1.249
H: 3.292 1.794 0.406
H: 1.854 -2.006 -0.236
H: 1.327 0.637 -1.764
H: -2.292 -1.752 -0.996
H: -4.019 0.474 0.815
H: -0.251 -2.188 2.349
H: -2.141 0.877 -1.436
H: -0.111 3.102 0.647

Cartesian forces (eV/Å) of the 3 atoms listed first:
O -0.717 0.429 0.195
N 1.337 -0.091 0.210
N -0.440 -2.055 1.828

Calculated values
Kohn-Sham gap: 8.932 eV
LUMO level: -2.6 eV
E_HOMO: -11.52 eV
total energy: -18546.5308 eV
net charge: +1

Partial atomic charges computed with the Mulliken method, in multiples of e: O -0.55; N -0.29; N -0.27; N 0.32; N -0.24; N -0.30; N -0.62; C -1.59; C -0.99; C 0.65; C -0.54; C -0.01; C -0.52; C 0.19; H 0.33; H 0.40; H 0.36; H 0.34; H 0.43; H 0.36; H 0.22; H 0.22; H 0.19; H 0.28; H 0.44; H 0.26; H 0.21; H 0.29; H 0.34; H 0.30; H 0.34; H 0.20; H 0.26

---

# 5
Density functional theory data (ωB97M-V/def2-TZVPD) for an isolated ion of composition C17H29BrNO2 and charge +1.

CARTESIAN COORDINATES (ANGSTROEM)
Br: -0.640 -1.808 3.110
O: -1.187 -0.560 -1.218
O: -2.162 -0.201 1.309
N: 1.191 0.210 -0.562
C: -2.989 -1.272 4.664
C: 0.894 -3.443 -0.185
C: -2.403 0.814 0.360
C: -1.230 0.712 -0.622
C: 1.865 -2.701 -1.096
C: 2.008 1.051 -1.468
C: -2.347 -1.062 3.464
C: -2.906 -0.278 2.455
C: 1.210 1.633 -2.631
C: 2.776 -1.728 -0.343
C: 0.115 0.959 0.123
C: -4.132 0.325 2.678
C: -4.221 -0.670 4.872
C: 2.036 -0.593 0.363
C: 2.974 3.363 -3.264
C: 2.131 2.181 -3.726
C: -4.781 0.124 3.887
H: 2.344 4.145 -2.846
H: -4.583 0.942 1.917
H: 3.307 -2.280 0.433
H: 1.436 -3.979 0.588
H: 1.508 2.497 -4.563
H: 1.391 -1.028 1.128
H: 2.805 0.428 -1.876
H: 0.584 0.850 -3.064
H: -3.346 0.643 -0.174
H: 3.705 3.066 -2.516
H: -1.509 -1.212 -0.577
H: 3.532 -1.336 -1.026
H: 0.325 -4.165 -0.762
H: 0.193 -2.773 0.305
H: 0.655 -0.478 -1.143
H: -5.736 0.595 4.054
H: 0.016 0.576 1.140
H: 1.314 -2.190 -1.891
H: 3.514 3.782 -4.108
H: 2.783 1.384 -4.087
H: -4.735 -0.823 5.806
H: 2.746 0.077 0.850
H: -2.429 1.803 0.832
H: 0.563 2.442 -2.288
H: -2.535 -1.886 5.426
H: -1.368 1.432 -1.433
H: 0.349 2.021 0.165
H: 2.463 1.845 -0.872
H: 2.506 -3.434 -1.588

Cartesian forces (eV/Å) of the 3 atoms listed first:
Br 0.063 -0.227 0.309
O -0.138 -0.503 -0.183
O -0.181 0.058 -0.104

Calculated values
Kohn-Sham gap: 9.486 eV
LUMO level: -2.0 eV
E_HOMO: -11.52 eV
structure (SMILES): CCCC[NH+](CCCC)C[C@@H](O)COc1ccccc1Br
total energy: -93721.3737 eV
net charge: +1

Partial atomic charges computed with the Mulliken method, in multiples of e: Br -0.11; O -0.65; O -0.19; N 0.89; C -0.55; C -0.87; C -1.21; C 0.70; C -0.30; C -0.97; C 0.29; C 0.66; C -0.33; C -0.79; C -1.29; C -0.61; C -0.60; C -0.53; C -1.19; C -0.67; C -0.64; H 0.31; H 0.39; H 0.50; H 0.32; H 0.37; H 0.02; H 0.37; H 0.37; H 0.42; H 0.31; H 0.37; H 0.35; H 0.37; H -0.02; H 0.12; H 0.38; H 0.47; H 0.23; H 0.39; H 0.33; H 0.39; H 0.38; H 0.51; H 0.29; H 0.43; H 0.53; H 0.32; H 0.32; H 0.41

---

# 6
Density functional theory data (ωB97M-V/def2-TZVPD) for a 3-piece molecular cluster, C16H28BNO11 overall.

CARTESIAN COORDINATES (ANGSTROEM)
O: 3.707 3.411 -0.296
O: 1.905 -0.065 2.056
O: 1.656 -2.833 -3.032
O: -3.395 2.133 2.864
O: -4.461 0.862 4.246
O: 2.971 -3.377 -4.784
O: 2.974 3.438 -2.425
O: 4.632 2.484 1.533
O: -0.879 3.054 -0.172
O: -3.134 2.497 5.078
O: 2.113 -4.971 -3.610
N: 3.635 -1.291 0.822
C: -0.187 -5.398 -2.903
C: 2.191 -3.651 -3.740
C: 1.585 0.751 -1.848
C: -1.409 1.744 -0.356
C: 2.521 1.532 -0.989
C: -3.619 1.894 4.155
C: 3.132 -1.984 -5.064
C: 0.336 1.559 -2.283
C: 1.279 -5.441 -2.534
C: -2.518 3.238 2.603
C: 3.033 2.884 -1.379
C: 3.049 1.218 0.198
C: -5.904 1.411 6.141
C: -0.969 1.045 -1.664
C: 3.882 2.380 0.620
C: -4.837 0.494 5.586
B: 2.846 -0.094 1.059
H: -0.010 2.958 0.231
H: -1.772 1.105 -2.402
H: -0.857 -0.021 -1.439
H: -2.998 4.175 2.882
H: 1.486 -4.856 -1.639
H: 4.026 -1.269 -0.117
H: -0.522 -4.372 -3.044
H: 3.882 -1.926 -5.846
H: 2.193 -1.555 -5.412
H: -5.206 -0.525 5.492
H: 4.447 -1.314 1.436
H: -2.495 1.858 -0.369
H: 0.479 2.616 -2.062
H: -5.520 2.423 6.261
H: -1.586 3.128 3.155
H: -2.313 3.223 1.540
H: 0.247 1.499 -3.368
H: -0.781 -5.849 -2.107
H: -0.363 -5.952 -3.825
H: -3.949 0.485 6.219
H: 1.197 -0.710 1.976
H: -1.191 1.117 0.516
H: -6.233 1.049 7.115
H: 1.611 -6.463 -2.364
H: 2.120 0.385 -2.728
H: 1.266 -0.125 -1.276
H: -6.764 1.441 5.472
H: 3.472 -1.450 -4.178

Cartesian forces (eV/Å) of the 3 atoms listed first:
O 0.238 -0.167 -0.087
O -0.297 0.644 -0.365
O 0.026 0.050 -0.002

Calculated values
Kohn-Sham gap: 9.791 eV
LUMO level: -0.6 eV
E_HOMO: -10.39 eV
structure (SMILES): NB(O)C1=C(CCCCO)C(=O)OC1=O.CCOC(=O)OC.CCOC(=O)OC
total energy: -41737.4264 eV

Partial atomic charges computed with the Mulliken method, in multiples of e: O -0.34; O -0.59; O -0.53; O -0.34; O -0.36; O -0.35; O -0.52; O -0.53; O -0.58; O -0.56; O -0.39; N -0.62; C -1.08; C 0.79; C 0.02; C -0.44; C 0.13; C 0.77; C -0.56; C -1.05; C -0.16; C -0.59; C 0.26; C 0.49; C -1.09; C -0.76; C 0.30; C -0.18; B 0.37; H 0.30; H 0.36; H 0.34; H 0.36; H 0.29; H 0.25; H 0.29; H 0.25; H 0.29; H 0.29; H 0.28; H 0.39; H 0.72; H 0.31; H 0.30; H 0.13; H 0.43; H 0.36; H 0.30; H 0.31; H 0.32; H 0.27; H 0.35; H 0.30; H -0.11; H 0.32; H 0.29; H 0.20